[1]
This record from the Open Molecules 2025 dataset describes the molecule C3H6INO2 at a distorted geometry. The level of theory is wB97M-V/def2-TZVPD.

Element x y z (Å)
C -0.935 1.686 -0.067
C 0.908 -1.573 0.190
C -0.472 0.149 -0.414
N 0.569 -0.216 0.325
O 0.178 2.451 -0.041
O -2.062 2.096 -0.027
I -2.340 -1.117 0.149
H 1.434 -1.907 1.086
H 0.012 -2.156 0.129
H 1.635 -1.539 -0.578
H -0.355 -0.045 -1.504
H 0.854 2.039 -0.571
H 0.573 0.133 1.323

Cartesian forces, eV/Å:
-0.309 -1.483 -2.185
1.621 -0.558 1.432
-3.458 2.304 -0.355
1.161 1.678 3.358
-1.020 1.013 0.528
1.645 -0.371 0.604
-0.031 0.333 -0.338
0.074 0.017 0.000
-0.173 -0.775 -0.724
0.414 -1.297 -1.366
-0.277 0.128 0.758
0.662 -0.475 0.022
-0.311 -0.515 -1.734

Its HOMO-LUMO gap is 9.31 eV. The calculation puts the energy above the lowest of the compared OMol25 structures with the same formula, charge and spin at 27.4 kcal/mol. Its spin multiplicity is 1. The SMILES is CN[C@@H](I)C(=O)O. The value obtained for the HOMO energy is -9.1 eV. For the LUMO energy, the calculation gives 0.0080 Ha. As for the total energy: -620.8087 Ha.

---

[2]
This record from the Open Molecules 2025 dataset describes a structure of composition C3H6INO3 at a distorted geometry. The level of theory is wB97M-V/def2-TZVPD.

Element x y z (Å)
C 0.380 -0.822 -1.429
C 1.220 -0.132 -0.323
C -0.846 0.767 1.268
N -0.643 -1.615 -0.808
O -1.780 -1.495 -1.225
O -1.444 1.925 1.280
O 0.680 1.023 0.151
I 0.077 0.077 3.052
H 1.035 -1.539 -1.931
H -0.017 -0.096 -2.149
H 2.185 0.164 -0.759
H 1.419 -0.866 0.473
H -1.391 -0.017 0.764
H -0.875 2.627 1.635

Cartesian forces, eV/Å:
2.060 0.303 0.372
0.230 -0.582 -0.758
3.339 -0.199 -1.701
-0.711 0.042 -0.021
-1.059 -0.341 0.081
-0.213 0.608 -0.115
-3.442 0.670 2.329
-0.136 0.077 -0.141
0.100 0.128 -0.282
-0.108 -0.240 0.295
0.031 -0.228 -0.018
0.064 -0.073 -0.072
-0.134 0.063 0.007
-0.020 -0.225 0.027

Its HOMO-LUMO gap (spin up / spin down) is 8.42 / 8.58 eV. The calculation puts the energy above the lowest of the compared OMol25 structures with the same formula, charge and spin at 0.0 kcal/mol. Its spin multiplicity is 3. The value obtained for the HOMO energy (spin up / spin down) is -8.2 / -9.6 eV. For the LUMO energy (spin up / spin down), the calculation gives 0.0068 / -0.0364 Ha. As for the total energy: -695.8859 Ha.

---

[3]
This record from the Open Molecules 2025 dataset describes a cluster of 2 separate species, C3H6INOS in total at a distorted geometry. The level of theory is wB97M-V/def2-TZVPD.

Element x y z (Å)
C -0.579 -1.562 1.270
C 0.729 0.540 1.026
C -1.702 0.459 1.444
N -0.479 -0.292 1.252
O -0.755 -2.703 1.334
S 0.928 -1.181 4.134
I -1.106 -0.315 5.004
H 0.482 1.415 0.526
H 1.296 0.697 2.016
H 1.512 0.016 0.325
H -2.268 -0.154 2.060
H -1.673 1.507 1.785
H -2.362 0.549 0.581

Cartesian forces, eV/Å:
0.800 -1.240 1.353
3.981 -2.979 0.684
-2.076 0.888 -0.903
0.572 0.539 -1.138
0.182 2.440 -0.518
0.208 -0.133 -0.546
-0.242 0.102 0.029
-0.945 1.558 -0.627
-1.286 -0.265 -1.201
-1.700 0.623 1.368
-1.235 -0.409 1.863
1.086 -0.853 0.505
0.655 -0.272 -0.869

Its HOMO-LUMO gap is 5.48 eV. The calculation puts the energy above the lowest of the compared OMol25 structures with the same formula, charge and spin at 74.1 kcal/mol. Its spin multiplicity is 1. The value obtained for the HOMO energy is -6.7 eV. For the LUMO energy, the calculation gives -0.0440 Ha. As for the total energy: -943.6702 Ha.

---

[4]
This record from the Open Molecules 2025 dataset describes the molecule C3H6INOS at a distorted geometry. The level of theory is wB97M-V/def2-TZVPD.

Element x y z (Å)
C 0.549 1.182 0.830
C -0.305 -0.379 -1.018
C 1.122 0.427 -0.238
N -1.968 -1.086 0.533
O -0.868 -1.230 -0.163
S 2.256 -0.833 0.432
I -3.259 0.351 0.053
H 0.519 0.697 1.713
H -0.189 1.962 0.689
H -0.904 0.388 -1.287
H 0.046 -1.019 -1.758
H 1.673 1.117 -0.879
H 1.328 -1.576 1.093

Cartesian forces, eV/Å:
-0.965 1.714 -0.989
4.892 1.363 1.060
-1.698 -1.724 -0.987
-0.367 -0.839 1.343
-0.105 -2.134 1.722
-0.024 -0.207 -0.362
-0.743 1.077 -0.455
-0.183 -1.146 3.092
0.225 0.191 -0.276
-1.977 2.365 -1.216
0.853 -0.457 -1.882
-0.092 -0.610 -0.766
0.186 0.407 -0.284

Its HOMO-LUMO gap (spin up / spin down) is 7.99 / 8.37 eV. The calculation puts the energy above the lowest of the compared OMol25 structures with the same formula, charge and spin at 41.7 kcal/mol. Its spin multiplicity is 3. The value obtained for the HOMO energy (spin up / spin down) is -8.0 / -9.2 eV. For the LUMO energy (spin up / spin down), the calculation gives -0.0011 / -0.0297 Ha. As for the total energy: -943.5355 Ha.

---

[5]
This record from the Open Molecules 2025 dataset describes a structure of composition C3H6LiMgO5 at a distorted geometry. The level of theory is wB97M-V/def2-TZVPD.

Element x y z (Å)
H 1.059 -2.168 -0.924
C 1.271 -1.124 -1.238
C 0.184 -0.235 -0.645
O 0.187 -0.373 0.759
Mg 0.599 -0.261 -4.139
O 1.336 -1.010 -2.609
H 2.234 -0.851 -0.760
H -0.796 -0.510 -1.069
H 0.380 0.816 -0.928
C -0.831 0.408 1.482
O -2.008 0.499 0.947
O -0.785 -0.087 2.788
H -1.520 -0.702 2.874
Li -1.825 2.294 0.512
O -0.238 1.726 1.516
H 0.755 1.578 1.432

Cartesian forces, eV/Å:
0.050 0.328 -0.134
0.152 -0.228 0.662
-0.363 0.112 0.092
-0.654 -0.037 0.257
0.341 -0.366 0.655
-0.330 0.402 -0.944
-0.244 -0.063 -0.190
0.167 -0.007 0.123
0.070 -0.069 -0.079
0.424 -0.805 -0.374
-0.003 0.324 -0.333
0.154 0.170 -0.147
-0.054 0.030 -0.139
0.222 -0.747 0.386
1.943 0.584 -0.101
-1.874 0.372 0.268

Its HOMO-LUMO gap (spin up / spin down) is 6.52 / 7.90 eV. The calculation puts the energy above the lowest of the compared OMol25 structures with the same formula, charge and spin at 0.0 kcal/mol. Its spin multiplicity is 2. The value obtained for the HOMO energy (spin up / spin down) is -7.2 / -9.0 eV. For the LUMO energy (spin up / spin down), the calculation gives -0.0236 / -0.0417 Ha. As for the total energy: -701.7557 Ha.

---

[6]
This record from the Open Molecules 2025 dataset describes a structure of composition C3H6LiO5 at a distorted geometry. The level of theory is wB97M-V/def2-TZVPD.

Element x y z (Å)
C 0.660 1.487 0.811
C -0.006 0.713 -0.312
O 2.004 1.108 1.025
H 0.063 1.371 1.732
H 0.641 2.561 0.574
H 0.765 0.147 -0.866
H -1.088 0.706 -0.091
H 2.410 1.716 1.650
O -0.194 -1.243 0.651
C -0.749 -2.274 0.069
O -0.794 -3.344 0.724
O -1.208 -2.154 -1.092
Li -1.730 -4.092 -0.913
O -0.190 1.896 -1.616
H -0.584 1.402 -2.347

Cartesian forces, eV/Å:
-0.333 0.845 0.383
0.395 4.591 -2.599
0.210 -0.545 -0.231
0.176 -0.213 -0.174
-0.315 -0.242 -0.238
-1.347 -0.690 0.583
0.859 -1.360 -0.579
-0.107 -0.003 -0.065
0.111 -0.696 0.807
-0.350 -0.466 -0.413
-0.048 -0.278 0.092
-0.212 -0.173 -0.386
0.442 0.803 0.425
0.482 -1.394 2.196
0.037 -0.179 0.201

Its HOMO-LUMO gap (spin up / spin down) is 8.89 / 7.38 eV. Its spin multiplicity is 2. The value obtained for the HOMO energy (spin up / spin down) is -9.8 / -9.7 eV. For the LUMO energy (spin up / spin down), the calculation gives -0.0317 / -0.0836 Ha. As for the total energy: -501.5617 Ha.

---

[7]
This record from the Open Molecules 2025 dataset describes the ion C3H6N with charge +1 at a distorted geometry. The level of theory is wB97M-V/def2-TZVPD.

Element x y z (Å)
C -1.200 -0.022 -0.306
C 1.132 -0.051 -0.280
C -0.013 -0.811 0.265
N -0.103 0.818 0.352
H -1.204 0.128 -1.376
H -2.133 -0.098 0.271
H 2.155 -0.033 0.069
H 1.231 0.034 -1.321
H 0.198 -1.387 1.125
H -0.063 1.422 1.202

Cartesian forces, eV/Å:
1.839 -0.482 1.794
-1.824 0.420 0.385
0.464 3.226 -0.753
1.578 -2.320 -1.127
-0.318 -0.016 -0.016
0.422 0.191 -0.471
-0.326 0.079 1.369
-0.679 0.632 -1.530
-0.899 -0.620 0.994
-0.256 -1.111 -0.645

Its HOMO-LUMO gap is 13.12 eV. Its charge is +1. The calculation puts the energy above the lowest of the compared OMol25 structures with the same formula, charge and spin at 45.6 kcal/mol. Its spin multiplicity is 1. The SMILES is C1[C@H]2C[N@@H+]12. The value obtained for the HOMO energy is -16.9 eV. For the LUMO energy, the calculation gives -0.1392 Ha. As for the total energy: -172.2859 Ha.

---

[8]
This record from the Open Molecules 2025 dataset describes a cluster of 2 separate species, C3H6N in total at a distorted geometry. The level of theory is wB97M-V/def2-TZVPD.

Element x y z (Å)
C -1.222 -0.118 0.318
C 1.050 -0.400 0.409
C 0.103 0.613 0.122
N -0.158 -0.667 -0.514
H -1.265 -0.837 1.112
H -2.115 0.041 -0.163
H 2.049 -0.336 0.021
H 0.881 -0.949 1.331
H 0.881 2.417 -1.166
H 0.081 -0.860 -1.436

Cartesian forces, eV/Å:
2.656 -0.963 0.663
-0.658 -0.988 1.233
-1.804 2.339 -0.520
2.506 -0.414 0.616
-0.491 0.441 1.141
-1.747 1.165 -1.158
0.111 -0.250 -0.524
0.501 0.012 0.082
-0.600 -1.071 0.802
-0.475 -0.273 -2.333

Its HOMO-LUMO gap (spin up / spin down) is 11.16 / 8.97 eV. Its charge is +1. The calculation puts the energy above the lowest of the compared OMol25 structures with the same formula, charge and spin at 156.5 kcal/mol. Its spin multiplicity is 1. The value obtained for the HOMO energy (spin up / spin down) is -16.3 / -16.0 eV. For the LUMO energy (spin up / spin down), the calculation gives -0.1881 / -0.2571 Ha. As for the total energy: -172.1092 Ha.

---

[9]
This record from the Open Molecules 2025 dataset describes a cluster of 2 separate species, C3H6N in total at a distorted geometry. The level of theory is wB97M-V/def2-TZVPD.

Element x y z (Å)
C 2.522 -0.042 -1.439
C -0.419 -0.381 0.737
C -1.397 0.417 0.246
N 1.643 0.222 -0.780
H 3.351 -0.155 -2.160
H -0.177 -0.157 1.793
H -1.862 0.343 -0.663
H -0.355 -1.415 0.358
H 0.959 -0.335 -0.113
H -1.757 1.273 0.801

Cartesian forces, eV/Å:
2.805 -0.332 -2.439
3.459 -4.341 2.902
-3.411 4.863 -0.747
-1.382 0.521 0.824
-0.672 -0.004 0.754
0.641 -0.569 -0.715
-0.821 -0.596 -2.295
-0.118 0.156 0.632
-0.557 0.490 0.785
0.054 -0.188 0.299

Its HOMO-LUMO gap (spin up / spin down) is 6.60 / 9.58 eV. Its charge is +1. The calculation puts the energy above the lowest of the compared OMol25 structures with the same formula, charge and spin at 28.9 kcal/mol. Its spin multiplicity is 3. The value obtained for the HOMO energy (spin up / spin down) is -11.6 / -17.6 eV. For the LUMO energy (spin up / spin down), the calculation gives -0.1845 / -0.2943 Ha. As for the total energy: -172.1327 Ha.

---

[10]
This record from the Open Molecules 2025 dataset describes the molecule C3H6N2 at a distorted geometry. The level of theory is wB97M-V/def2-TZVPD.

Element x y z (Å)
C 1.229 0.172 0.050
C 0.413 -1.086 -0.066
C -1.056 0.479 -0.028
H 1.967 0.030 0.929
H 2.010 0.225 -0.685
H 0.526 -1.657 0.921
H 0.585 -1.606 -1.018
H -1.848 1.364 0.054
H 0.083 2.234 0.291
N -1.167 -0.812 0.064
N 0.190 1.100 -0.096

Cartesian forces, eV/Å:
2.411 -1.430 1.038
-1.843 -2.761 2.070
-1.640 1.293 1.074
-1.876 1.171 -0.072
-0.083 0.279 -1.258
0.405 -0.066 -2.041
-0.081 -0.300 0.696
0.902 -2.572 -0.303
1.168 -4.610 -1.487
2.751 3.076 -1.234
-2.114 5.919 1.517

Its HOMO-LUMO gap is 9.38 eV. The calculation puts the energy above the lowest of the compared OMol25 structures with the same formula, charge and spin at 60.0 kcal/mol. Its spin multiplicity is 1. The SMILES is C1=NCCN1. The value obtained for the HOMO energy is -8.6 eV. For the LUMO energy, the calculation gives 0.0287 Ha. As for the total energy: -227.3292 Ha.

---

[11]
This record from the Open Molecules 2025 dataset describes the molecule C3H6N2 at a distorted geometry. The level of theory is wB97M-V/def2-TZVPD.

Element x y z (Å)
C 1.496 -0.310 -0.124
N 0.332 0.059 0.651
C -0.776 0.617 -0.098
C -2.033 -0.137 0.029
N -3.032 -0.710 0.148
H 1.307 -1.059 -0.907
H 2.269 -0.696 0.547
H 1.902 0.585 -0.606
H 0.049 -0.654 1.307
H -0.981 1.647 0.221
H -0.534 0.658 -1.167

Cartesian forces, eV/Å:
0.202 0.009 -0.136
-0.034 -0.008 0.319
-0.050 0.180 -0.101
-0.925 -0.543 0.130
1.037 0.536 -0.105
-0.024 0.013 0.065
-0.123 0.044 -0.098
0.010 -0.117 0.038
-0.041 0.005 -0.141
-0.041 -0.120 -0.083
-0.012 -0.001 0.111

Its HOMO-LUMO gap is 10.28 eV. The calculation puts the energy above the lowest of the compared OMol25 structures with the same formula, charge and spin at 22.0 kcal/mol. Its spin multiplicity is 1. The SMILES is CNCC#N. The value obtained for the HOMO energy is -9.4 eV. For the LUMO energy, the calculation gives 0.0318 Ha. As for the total energy: -227.3897 Ha.

---

[12]
This record from the Open Molecules 2025 dataset describes a structure of composition C3H6N2 at a distorted geometry. The level of theory is wB97M-V/def2-TZVPD.

Element x y z (Å)
C -0.941 0.163 -0.057
C 1.027 0.656 -0.216
C 1.096 -0.696 0.072
H -2.722 -0.115 0.525
H -0.715 0.819 0.911
H 1.745 0.901 -1.092
H 0.446 1.384 0.390
H 0.530 -1.177 1.095
H 1.750 -1.456 -0.363
N -2.243 -0.204 -0.397
N 0.028 -0.275 -0.868

Cartesian forces, eV/Å:
-10.731 -2.169 0.482
3.586 3.286 -4.230
-2.356 -5.351 3.918
-0.263 0.688 -1.002
-1.326 -2.171 -1.476
-0.911 0.624 2.108
2.673 0.081 -0.732
2.070 1.570 -2.551
0.158 0.776 0.131
4.975 1.242 3.013
2.122 1.424 0.339

Its HOMO-LUMO gap is 10.33 eV. The calculation puts the energy above the lowest of the compared OMol25 structures with the same formula, charge and spin at 117.0 kcal/mol. Its spin multiplicity is 1. The value obtained for the HOMO energy is -9.4 eV. For the LUMO energy, the calculation gives 0.0348 Ha. As for the total energy: -227.2384 Ha.